The following is a quantum chemistry calculation of the molecule C12H11P, from the Open Molecules 2025 dataset.

Calculated values
HOMO-LUMO gap (spin up / spin down) ... 7.272 / 6.689 eV
Total charge ... 0

Each line ends with the natural charge from an NBO analysis.
Atoms and positions in Å:
C: -2.22429 -1.95174 -0.12496  -0.2218
C: -3.13894 -0.97265 -0.45885  -0.2136
C: -0.97537 -1.58221 0.33689  -0.1552
C: -2.77630 0.35290 -0.33650  -0.2105
C: -0.58770 -0.25237 0.45843  -0.0090
C: -1.51071 0.75459 0.09964  -0.3251
C: 2.05317 1.60126 -0.39251  -0.2495
C: 2.75103 0.54350 -0.93930  -0.1893
C: 1.18589 1.41844 0.67158  -0.1250
C: 2.73905 -0.74568 -0.33503  -0.2470
C: 0.82518 0.01279 1.05180  -0.3537
C: 1.89918 -1.04822 0.66901  -0.1305
P: -1.37372 2.62482 0.09894  0.3382
H: -2.47775 -2.99685 -0.21479  0.2122
H: -4.12591 -1.23299 -0.81093  0.2137
H: -0.27530 -2.35723 0.60584  0.2000
H: -3.50137 1.11501 -0.59018  0.2102
H: 2.24430 2.60240 -0.75321  0.2174
H: 3.42898 0.71981 -1.76078  0.2089
H: 0.97764 2.22082 1.36145  0.2260
H: 3.47428 -1.46224 -0.67151  0.2142
H: 0.67667 -0.04319 2.13952  0.2321
H: 1.87341 -1.99201 1.18172  0.2072
H: -1.16141 2.67104 -1.28627  -0.0500

Cartesian forces, eV/Å:
C 0.0 0.0 0.0
C -0.1 -0.1 0.0
C -0.1 -0.1 0.0
C 0.0 0.0 0.0
C 0.0 -0.2 0.0
C 0.0 0.1 0.0
C -0.1 0.3 0.1
C 0.0 0.1 -0.2
C 0.7 -0.2 0.2
C 0.1 -0.4 0.2
C -0.2 0.0 0.2
C -1.3 1.6 -0.3
P 0.7 -1.1 0.5
H 0.0 -0.1 0.0
H -0.1 0.0 0.0
H 0.1 -0.1 0.0
H -0.1 0.0 0.0
H 0.1 0.1 0.0
H 0.0 0.0 -0.1
H -0.1 0.1 -0.1
H 0.0 -0.1 0.0
H 0.1 0.1 -0.1
H 0.1 -0.2 0.0
H 0.1 0.1 -0.3



The following is a quantum chemistry calculation of a structure of composition C12H12, from the Open Molecules 2025 dataset.

Calculated values
HOMO-LUMO gap ... 8.134 eV
Total charge ... 0

Each line ends with the natural charge from an NBO analysis.
Atoms and positions in Å:
C: -0.33782 -0.94846 1.52444  -0.2124
C: -1.00354 0.23816 1.30695  -0.2026
C: -1.79159 0.30331 0.14252  -0.2427
C: -1.90046 -0.84506 -0.69774  -0.2055
C: -1.23709 -2.06899 -0.45606  -0.2367
C: -0.42560 -2.04206 0.71424  -0.2270
C: 0.30901 1.43572 -1.42036  -0.2461
C: 0.13856 0.11708 -1.04440  -0.1492
C: 0.91827 -0.41291 -0.02711  -0.2306
C: 1.91605 0.36194 0.58854  -0.2142
C: 2.08381 1.67647 0.19365  -0.2369
C: 1.29076 2.20588 -0.81648  -0.2394
H: 0.36191 -1.15288 2.34302  0.2247
H: -0.87524 1.01902 1.93133  0.2188
H: -2.18167 1.24294 -0.22811  0.2264
H: -2.63645 -0.91993 -1.44814  0.2307
H: -1.32835 -2.81896 -1.17656  0.2225
H: 0.17109 -2.90807 1.06871  0.2399
H: -0.29228 1.87861 -2.21883  0.2096
H: -0.59264 -0.52852 -1.55421  0.2167
H: 0.79167 -1.45097 0.27951  0.2252
H: 2.51108 -0.04325 1.39743  0.2059
H: 2.84861 2.29794 0.66377  0.2112
H: 1.46015 3.25755 -1.10707  0.2114

Cartesian forces, eV/Å:
C -2.2 0.7 4.1
C -2.3 -3.0 -1.6
C -0.9 -1.1 0.8
C -1.7 -0.7 3.3
C -0.2 1.9 3.6
C -4.0 -4.1 -1.0
C 0.4 0.9 -0.4
C 2.2 -0.5 -2.4
C 4.2 0.3 -2.5
C -0.2 0.4 -0.3
C 0.3 -0.1 0.6
C -0.3 1.0 -0.1
H -0.4 0.8 0.0
H 0.4 2.6 1.8
H -0.4 -0.1 0.3
H -0.5 0.7 -1.3
H 0.1 -1.4 -0.6
H -0.5 0.4 -0.7
H 0.1 -0.2 0.2
H 2.7 1.2 -1.0
H 3.7 1.5 -2.6
H 0.1 -0.1 -0.1
H -0.2 -0.2 -0.2
H -0.2 -0.7 0.0



The following is a quantum chemistry calculation of the molecule C12H12, from the Open Molecules 2025 dataset.

Calculated values
HOMO-LUMO gap ... 7.700 eV
Total charge ... 0
SMILES string ... C[C@]12C[C@@H]3C=C4C=CC=C[C@@]41[C@@H]32

Each line ends with the natural charge from an NBO analysis.
Atoms and positions in Å:
C: -1.59564 -1.88557 -0.51175  -0.6190
C: -1.33975 -0.46200 -0.03786  0.0398
C: -1.90008 0.80143 -0.61074  -0.3962
C: -1.27274 1.57630 0.63794  -0.2198
C: 0.02217 2.17716 0.14428  -0.2507
C: 0.85276 1.09260 -0.02852  0.0082
C: 2.19180 1.03143 -0.53833  -0.2023
C: 2.91901 -0.05264 -0.28352  -0.1908
C: 2.38183 -1.18549 0.38533  -0.2657
C: 1.05612 -1.29079 0.61467  -0.0965
C: 0.18125 -0.20658 0.40277  -0.1463
C: -1.08816 0.09626 1.31073  -0.1709
H: -1.25303 -2.56000 0.16317  0.2136
H: -1.02909 -2.12551 -1.49065  0.2150
H: -2.63193 -1.90766 -0.91761  0.2213
H: -2.89916 0.71463 -0.77895  0.2071
H: -1.51055 1.17120 -1.50990  0.1965
H: -2.11664 2.06883 1.02548  0.2160
H: -0.04631 3.23237 -0.12084  0.2291
H: 2.45986 1.84988 -1.03065  0.2000
H: 3.87726 0.00131 -0.62411  0.2004
H: 3.19219 -1.84860 0.52410  0.2126
H: 0.73571 -2.13752 1.01166  0.1864
H: -1.18688 -0.15105 2.26331  0.2122

Cartesian forces, eV/Å:
C -0.8 2.8 -4.3
C 1.4 -1.3 -0.8
C 3.1 -0.6 1.0
C -1.4 -2.1 -0.4
C -0.8 -1.8 0.9
C -1.7 0.9 0.3
C -2.3 -2.3 2.0
C -1.8 1.4 0.0
C -0.2 0.6 -0.7
C 3.0 1.6 -0.6
C -1.5 2.5 0.1
C 2.3 3.1 -5.7
H 0.1 -2.3 2.1
H -0.4 0.7 1.5
H 0.3 -0.7 1.1
H -3.2 0.2 0.5
H 0.9 0.2 -1.6
H -0.3 1.7 1.1
H 0.9 -0.4 -0.1
H 1.8 3.2 -2.0
H 2.7 -0.5 -0.7
H -0.2 -1.7 0.7
H -1.6 -3.7 1.8
H -0.5 -1.4 4.0



The following is a quantum chemistry calculation of a cluster of 2 separate species, C12H12 in total, from the Open Molecules 2025 dataset.

Calculated values
HOMO-LUMO gap ... 9.789 eV
Total charge ... 0
SMILES string ... c1ccccc1.c1ccccc1

Each line ends with the natural charge from an NBO analysis.
Atoms and positions in Å:
C: 0.77934 1.28915 -1.28727  -0.2115
C: 0.42098 0.23203 -2.22721  -0.2073
C: 1.50918 -0.34518 -2.98007  -0.2043
C: 2.81837 0.37993 -2.88555  -0.2020
C: 3.18856 1.14707 -1.84793  -0.2361
C: 2.13014 1.69554 -1.15098  -0.1982
H: 0.08623 1.54127 -0.59111  0.2075
H: -0.49591 -0.25352 -2.37858  0.2075
H: 1.49303 -1.31967 -3.47948  0.2174
H: 3.57306 -0.23627 -3.39173  0.1988
H: 4.11602 1.79044 -1.82131  0.2214
H: 2.49156 2.38183 -0.41571  0.2065
C: -2.02376 -0.96044 3.42671  -0.2183
C: -1.59852 -1.93414 2.45383  -0.2051
C: -1.74362 -1.79898 1.10923  -0.2163
C: -1.68110 -0.43874 0.58252  -0.1977
C: -1.69854 0.59328 1.54842  -0.2343
C: -1.92151 0.33197 2.97660  -0.1987
H: -2.04469 -0.99518 4.45833  0.2145
H: -1.53069 -2.86020 2.94531  0.2011
H: -2.09501 -2.71535 0.48393  0.2265
H: -1.82135 -0.27527 -0.40409  0.2025
H: -1.90985 1.60761 1.12508  0.2134
H: -2.04189 1.14282 3.75108  0.2127

Cartesian forces, eV/Å:
C 2.5 -2.4 -2.8
C 4.5 0.3 -0.3
C 0.9 3.4 2.0
C -1.2 -6.1 -1.3
C -0.2 3.5 -1.0
C -1.5 -0.5 1.0
H -2.0 1.3 1.8
H -1.5 -0.1 0.5
H -0.3 0.8 -0.3
H 0.1 0.9 -0.4
H -0.6 -1.6 0.1
H -0.8 0.6 0.7
C 3.0 1.5 -3.8
C -2.5 -0.1 2.8
C -0.2 0.8 -2.2
C -0.7 -1.9 5.5
C -1.4 0.1 0.1
C -0.3 1.5 -1.5
H -0.2 -1.3 2.0
H 0.1 -1.7 -0.2
H 1.5 1.7 0.9
H -0.2 0.7 -3.0
H 0.8 -0.7 0.7
H 0.0 -0.6 -1.4



The following is a quantum chemistry calculation of a cluster of 2 separate species, C12H12 in total, from the Open Molecules 2025 dataset.

Calculated values
HOMO-LUMO gap ... 10.076 eV
Total charge ... 0
SMILES string ... c1ccccc1.c1ccccc1

Each line ends with the natural charge from an NBO analysis.
Atoms and positions in Å:
C: 0.76912 1.85981 -8.29366  -0.2072
C: 2.19922 1.86655 -8.24327  -0.2121
C: 2.86162 1.86705 -7.05566  -0.2188
C: 2.19901 1.47311 -5.91124  -0.2099
C: 0.80691 1.27763 -5.93951  -0.2200
C: 0.08716 1.47301 -7.11259  -0.2189
H: 0.22322 2.17784 -9.19169  0.2188
H: 2.84923 2.08449 -9.10093  0.2112
H: 3.94147 2.05412 -6.98841  0.2133
H: 2.78470 1.53881 -4.98482  0.2126
H: 0.23972 1.16647 -5.00594  0.2153
H: -1.00990 1.45043 -7.15201  0.2157
C: 6.60837 -4.26994 -2.10460  -0.2043
C: 5.65651 -5.34722 -2.11006  -0.2245
C: 4.29559 -4.98520 -1.91236  -0.2110
C: 3.81827 -3.67851 -1.73272  -0.2272
C: 4.81420 -2.63150 -1.81179  -0.1899
C: 6.18331 -2.93351 -1.95165  -0.2386
H: 7.68946 -4.40803 -2.23799  0.2149
H: 5.83388 -6.42438 -2.22780  0.2245
H: 3.56074 -5.79996 -1.87023  0.2065
H: 2.81158 -3.40682 -1.38867  0.2219
H: 4.39852 -1.62088 -1.70477  0.2099
H: 6.95652 -2.15523 -1.90657  0.2180

Cartesian forces, eV/Å:
C 1.1 -0.8 0.8
C -1.1 1.5 -1.7
C 0.9 -1.3 0.9
C -0.6 0.9 0.9
C 0.2 0.3 0.7
C 0.3 0.9 -1.4
H 0.3 -0.5 0.3
H -0.8 0.0 -0.1
H -0.5 -0.1 -0.3
H -0.6 -0.4 -0.2
H 0.4 -0.4 -0.4
H 0.5 -0.1 0.3
C -0.8 -0.7 -0.1
C -0.6 2.1 0.2
C -0.3 -0.5 0.2
C 2.7 0.9 0.1
C -1.2 -1.1 0.4
C -0.7 -0.4 0.0
H -0.6 -0.3 0.1
H 0.5 0.7 0.0
H 0.3 0.3 0.0
H 0.4 -0.4 -0.6
H 0.7 -0.2 0.0
H -0.5 -0.2 -0.2



The following is a quantum chemistry calculation of a cluster of 2 separate species, C12H12 in total, from the Open Molecules 2025 dataset.

Calculated values
HOMO-LUMO gap ... 9.385 eV
Total charge ... 0
SMILES string ... c1ccccc1.c1ccccc1

Each line ends with the natural charge from an NBO analysis.
Atoms and positions in Å:
C: 3.19344 0.04309 -0.99279  -0.2312
C: 3.09629 -0.92893 -0.06837  -0.2124
C: 2.16865 -0.96831 1.02430  -0.2263
C: 1.28281 0.12036 1.13999  -0.2430
C: 1.31684 1.15177 0.16530  -0.2184
C: 2.27866 1.18118 -0.85748  -0.2061
H: 4.03930 -0.09623 -1.74054  0.2301
H: 3.88171 -1.72429 -0.04831  0.2120
H: 2.07113 -1.70479 1.74750  0.2159
H: 0.77276 0.27148 2.17689  0.2442
H: 0.51683 1.94646 0.22804  0.2173
H: 2.15364 2.05185 -1.57713  0.2263
C: -2.92990 1.12406 0.19258  -0.2256
C: -1.56653 0.95731 0.30557  -0.1931
C: -0.90878 -0.14728 -0.11206  -0.2547
C: -1.51432 -1.26233 -0.46410  -0.1804
C: -2.95139 -1.26338 -0.49771  -0.2102
C: -3.59574 -0.03585 -0.20439  -0.2155
H: -3.44427 2.10261 0.32553  0.2235
H: -0.90977 1.84669 0.53062  0.1823
H: 0.20579 -0.17318 0.08399  0.2391
H: -0.90005 -2.25230 -0.48863  0.2095
H: -3.52944 -2.07369 -0.78176  0.2076
H: -4.72768 -0.16629 -0.08706  0.2089

Cartesian forces, eV/Å:
C -0.1 2.1 -1.0
C 0.5 -2.7 2.1
C -0.6 3.5 -1.9
C 3.0 0.2 3.0
C 2.0 1.9 0.1
C -0.9 -0.4 -0.3
H -1.5 0.8 0.8
H -0.9 0.5 -0.3
H 0.5 -1.5 1.0
H 0.2 -0.4 -2.4
H 2.0 -0.9 -0.2
H 0.7 -1.4 0.8
C -0.3 -0.3 -0.3
C 0.2 3.8 -0.3
C 2.7 0.1 1.0
C -2.5 -4.7 -0.4
C 2.3 3.1 0.5
C -2.2 -1.9 0.5
H 0.4 -1.0 0.2
H -1.6 -1.0 0.2
H -3.5 -0.8 -1.7
H -1.3 1.8 -0.5
H -0.9 -1.6 -0.3
H 1.6 0.8 -0.6



Max |F| for every record listed, in sequence, given in eV/A: 2.05 5.83 6.87 6.34 2.89 5.37.
Relative energy (zero: lowest compared OMol25 entry of this formula, charge and spin) for every record listed, in sequence, given in kcal per mole: 75.45 161.51 122.00 89.52 31.74 95.58.